Molecular formula: C39H68As6F36N9O5
Method: DFT, ωB97M-V with the def2-TZVPD basis set

Geometry as XYZ:
```
163
Properties=species:S:1:pos:R:3:forces:R:3:lowdin_charge:R:1
C -10.64391 12.11343 8.45836 -0.2861 -1.1421 0.9274 0.036
C -11.91733 11.44450 8.95923 -1.6219 -1.3237 -3.3169 -0.310
O -12.51755 10.58923 8.32280 1.5074 2.5075 3.1096 0.169
N -12.57663 12.17696 10.18144 1.4162 -1.3629 0.1708 0.098
H -11.80141 12.70602 10.55458 -0.0778 0.9463 0.0825 0.150
H -13.29320 12.75924 9.77210 -0.4939 0.5123 0.0421 0.186
C -13.08664 11.30640 11.29913 -0.4619 -0.0791 -0.4598 0.031
H -10.12620 11.26209 8.01644 0.2861 0.3608 -0.2673 0.104
H -10.04007 12.52940 9.26486 -0.0095 0.1067 -0.0757 0.089
H -10.86917 12.86899 7.70571 -0.1673 -0.0030 0.0130 0.115
H -13.74632 10.61829 10.77052 -0.1029 -0.2277 0.6879 0.109
H -13.58462 11.92128 12.04883 -0.2902 0.0601 -0.4317 0.108
H -12.26686 10.83070 11.83742 0.1225 -0.1344 -0.5703 0.109
C -6.62006 19.41914 9.09243 0.2450 0.3322 -1.7269 0.048
C -5.97009 20.21401 7.95835 2.8046 2.2620 2.1297 -0.342
O -4.97231 20.90938 8.11118 -2.8226 -1.9882 -1.2035 0.145
N -6.66861 20.27789 6.59404 1.3442 -0.4008 0.1562 0.104
H -7.56236 19.81842 6.69504 -0.6633 -0.0536 -0.4779 0.169
H -6.75357 21.25588 6.35649 -0.4273 0.5058 0.0204 0.179
C -5.78533 19.61945 5.53710 -0.8344 -1.3822 0.5929 0.047
H -6.31247 19.86726 10.03724 -0.2376 0.0163 -0.1963 0.108
H -6.22851 18.40322 9.04056 -0.1364 -0.1599 0.0478 0.109
H -7.69093 19.41061 8.88932 -0.1047 -0.1936 0.5842 0.094
H -4.78373 20.04120 5.62084 -0.2908 -0.0668 -0.2732 0.112
H -6.26282 19.56607 4.55869 0.0763 1.0176 0.0191 0.115
H -5.84971 18.56726 5.81431 0.7615 -0.0886 0.1904 0.109
C -15.82947 26.74991 15.15296 0.7323 -0.4404 -0.8880 0.020
C -15.47527 25.81853 13.98642 1.6707 -5.0342 3.3994 -0.296
O -14.93179 24.68794 14.21492 -2.6674 5.8467 -2.4878 0.125
N -16.09724 26.15922 12.63809 2.8924 -1.3761 0.2249 0.109
H -16.94742 25.62700 12.51962 -0.6421 -0.3215 0.0378 0.185
H -16.29198 27.14762 12.56557 -0.1901 0.3941 0.0765 0.171
C -15.17367 25.74663 11.45450 -1.8949 1.1792 -1.1423 0.058
H -15.58621 27.79965 14.98870 -0.3219 0.0276 -0.2574 0.093
H -15.26251 26.42627 16.02585 -0.1220 -0.1970 -0.1791 0.100
H -16.89319 26.58012 15.31961 -0.1311 0.3263 0.1111 0.100
H -15.10913 24.66983 11.29812 0.1644 0.2173 0.6518 0.117
H -14.27225 26.34836 11.33854 0.1137 -0.3693 0.9343 0.113
H -15.82680 26.15513 10.68335 0.2748 -0.4578 -0.7177 0.104
C -13.84951 19.38561 11.87982 0.7642 0.0978 0.8049 0.027
C -14.57215 18.17177 12.38405 -0.1082 -1.8478 -3.2437 -0.320
O -14.60194 17.14221 11.74437 -0.5584 2.2170 3.0693 0.183
N -15.40895 18.44123 13.69480 0.2788 -1.5167 0.7627 0.122
H -14.81920 19.02821 14.26731 0.5187 -0.0076 0.6116 0.153
H -16.13759 19.08631 13.42455 -0.9982 0.0535 -0.3386 0.164
C -15.90126 17.16186 14.45359 -0.1591 -0.4526 -2.0558 0.051
H -13.60049 20.06808 12.69241 -0.1674 0.2565 -0.1085 0.084
H -14.34366 19.89674 11.05358 -0.4824 -0.1541 0.2023 0.113
H -12.90004 19.03772 11.47288 -0.0488 -0.1732 -0.0012 0.109
H -16.29198 17.16395 15.47113 0.6863 1.2381 0.0517 0.100
H -15.10139 16.43528 14.31083 0.0412 0.1785 0.3342 0.097
H -16.73811 16.78651 13.86460 0.1049 0.1185 -0.2383 0.100
C -21.83487 13.20963 14.44490 -0.4927 0.1287 -1.9699 0.042
C -22.34271 14.33757 13.50626 -0.0921 2.6591 3.8905 -0.321
O -22.32697 15.50302 13.87722 -0.1865 -2.9762 -2.2145 0.144
N -23.08872 13.95141 12.22870 0.2349 1.5592 -0.3556 0.110
H -22.62541 13.15791 11.80942 0.6924 -0.3182 -0.6425 0.167
H -23.99362 13.57523 12.47314 -0.5938 0.0253 0.4352 0.176
C -23.26240 15.13463 11.22039 -0.2161 -0.9600 0.3554 0.061
H -22.11330 13.33696 15.49101 -0.1608 0.4882 -0.2801 0.104
H -20.74898 13.21696 14.35062 0.0284 -0.2392 -0.0016 0.101
H -22.24642 12.27552 14.06259 0.3509 -0.2921 0.2269 0.083
H -22.24806 15.41372 10.93518 -0.3565 0.1700 -0.1384 0.115
H -23.86868 15.93607 11.64257 0.6024 -0.1025 0.5894 0.102
H -23.88498 14.76775 10.40437 0.5559 -0.3265 -0.1700 0.103
C -20.35941 21.69883 18.31777 -0.0342 0.2526 -0.7793 0.052
N -19.95877 22.53495 19.45066 1.0321 1.5800 1.5260 -0.056
C -19.19054 21.98938 20.40137 -1.2540 -0.7517 -0.3269 0.049
C -18.79624 22.69822 21.51648 1.3423 0.7806 0.1067 0.063
C -19.01019 24.06504 21.57208 -0.7623 0.6446 0.1971 -0.095
C -19.84574 24.62944 20.57246 1.4994 1.2300 2.7165 0.024
C -20.23414 23.88434 19.56124 -1.5409 -2.7699 -3.1425 0.012
C -18.39355 24.95638 22.64461 0.1485 -0.2386 0.0818 -0.094
C -19.13174 25.96949 23.31985 1.3542 0.5558 -0.5337 0.065
C -18.52356 26.83931 24.25637 0.9823 -2.0037 -1.1267 0.065
N -17.17822 26.65761 24.51908 -0.4593 -1.5326 -1.1887 -0.076
C -16.46363 25.66474 23.87982 -1.0495 0.5098 0.1964 0.049
C -17.02841 24.79282 22.94110 -0.4468 1.0133 1.4432 0.063
C -16.47774 27.57154 25.39574 0.0448 2.6714 0.6598 -0.001
H -20.93453 22.31128 17.62333 -0.0670 -0.1793 0.1132 0.110
H -20.93551 20.83603 18.65213 0.0220 0.1299 0.0849 0.128
H -19.44438 21.38452 17.81575 -0.1059 -0.1400 -0.0066 0.122
H -19.04392 20.93187 20.23832 0.4518 -0.1389 0.3940 0.168
H -18.14718 22.24798 22.25296 -0.1596 -0.3715 -0.0079 0.142
H -20.13885 25.66659 20.64191 0.0686 0.0683 -0.2839 0.136
H -20.81495 24.23952 18.72284 -0.1436 0.2876 0.1302 0.152
H -20.10102 26.19799 22.90188 -0.3807 -0.0494 0.7035 0.126
H -19.06077 27.61220 24.78591 0.1498 0.1130 -0.0260 0.154
H -15.42140 25.60704 24.15697 0.0046 0.0130 -0.0003 0.148
H -16.37781 24.01622 22.56690 -0.1490 -0.0212 -0.4249 0.140
H -16.94190 27.73727 26.36796 -0.0964 -0.8819 0.0682 0.118
H -16.56952 28.57510 24.98036 -0.2362 0.0768 -0.4442 0.113
H -15.39381 27.53506 25.50471 -0.1731 -1.2339 -0.2050 0.116
C -14.05338 14.36829 21.63283 -0.3692 -0.1647 -0.3492 0.047
N -12.96042 14.67097 22.59249 -0.7073 -1.8620 0.5946 -0.066
C -12.16549 15.71515 22.33687 -1.6032 0.4820 0.0415 0.033
C -11.07778 16.01379 23.10989 0.8357 0.7389 -0.7360 0.043
C -10.75862 15.19466 24.14213 1.0558 -1.4144 -0.0919 -0.132
C -11.50422 14.01113 24.25635 -0.5192 -0.0351 2.1041 0.051
C -12.67732 13.74090 23.56351 2.2468 1.8693 -0.8216 0.066
C -9.48178 15.43729 24.92673 1.5647 -0.3338 0.9524 -0.086
C -9.50376 15.59744 26.32759 -0.5615 -0.7586 -0.9081 0.045
C -8.35046 15.69092 27.06096 0.0232 0.3354 0.5618 0.012
N -7.12145 15.74633 26.51659 -0.5744 -0.3047 -0.5813 -0.082
C -7.00155 15.64851 25.18503 -1.8791 -0.6672 -1.0352 0.043
C -8.15594 15.41125 24.38877 -0.5021 0.6124 0.4390 0.082
C -5.93476 15.73703 27.36871 0.8144 -0.1131 0.6371 0.039
H -14.76123 15.18904 21.51703 0.5586 0.3632 -0.1657 0.120
H -14.70333 13.54899 21.94012 0.5601 -0.1839 0.4056 0.112
H -13.52394 14.08375 20.72353 -0.4942 0.1984 -0.2334 0.125
H -12.59629 16.37024 21.59413 0.5293 0.1107 -0.4006 0.167
H -10.37908 16.79605 22.85232 -0.4669 0.4721 -0.1720 0.150
H -11.24692 13.38143 25.09520 0.0468 -0.5097 -0.1843 0.135
H -13.19044 12.79612 23.66603 -0.4792 0.3017 -0.1663 0.158
H -10.43628 15.45163 26.85251 -0.0607 0.3956 0.1907 0.140
H -8.40250 15.73283 28.13887 0.1229 -0.0234 0.0382 0.154
H -6.01998 15.66641 24.73491 0.0897 -0.0125 0.1584 0.158
H -8.02600 15.20113 23.33741 0.2107 0.1539 -0.1017 0.135
H -5.42501 16.70048 27.36343 -0.2174 0.0178 -0.0311 0.122
H -5.23331 14.97123 27.03764 -0.1473 0.0669 -0.2470 0.119
H -6.21435 15.45782 28.38458 -0.1157 0.2545 -0.1162 0.112
As -18.81523 11.77806 9.95966 -0.2407 1.0619 -2.1187 0.944
F -18.08034 10.38331 10.75977 -0.2067 1.2981 -0.6648 -0.284
F -20.41581 11.20188 10.50469 0.8332 0.6354 0.0013 -0.323
F -19.61903 13.23865 9.17787 0.8859 -1.6956 1.0802 -0.336
F -17.17332 12.42096 9.30253 -2.2890 -1.1717 1.3459 -0.349
F -19.10991 10.85507 8.42051 0.7660 1.1110 2.0046 -0.299
F -18.67856 12.78134 11.46502 0.0966 -1.0167 -1.2277 -0.339
As -9.94747 15.19469 14.94050 0.4512 -0.5902 0.0267 0.861
F -11.32464 16.26790 14.64018 0.5723 -0.4012 0.4040 -0.311
F -8.82032 16.46665 14.29458 -1.3792 -1.5244 0.5447 -0.310
F -8.57014 14.06395 15.08147 -1.0263 1.2468 0.0844 -0.294
F -10.98271 13.90529 15.64611 0.4920 1.1660 -0.3396 -0.320
F -10.33258 14.46650 13.36190 0.5672 0.6074 0.4687 -0.318
F -9.76953 15.86523 16.58430 0.0697 -0.5074 -1.2562 -0.303
As -11.86583 17.15181 5.83796 -1.1351 -0.2665 -1.3149 0.867
F -13.00446 17.38860 4.45950 1.4515 -0.3133 1.3851 -0.292
F -10.83843 16.08083 4.85075 -0.8613 0.5868 1.1093 -0.296
F -10.85268 16.90015 7.28765 -0.2076 0.1749 -0.9939 -0.327
F -12.79337 18.32727 6.74037 0.3582 -0.4561 -0.0637 -0.287
F -12.92091 15.78241 6.41775 1.3810 1.3707 -0.5735 -0.321
F -10.82001 18.51160 5.24054 -0.5761 -1.0229 0.7716 -0.340
As -14.13373 21.24124 18.78719 1.6165 -0.8451 0.5869 0.891
F -15.33493 19.93338 18.81126 0.6391 0.8049 -0.0949 -0.307
F -14.39317 21.27554 20.61374 0.2118 0.8063 -1.9777 -0.348
F -12.91015 22.55617 18.70636 -1.5783 -1.0035 0.4987 -0.296
F -13.91273 20.93749 17.06602 -0.3064 0.3121 0.7489 -0.292
F -15.41713 22.44922 18.44363 0.8176 -0.9067 0.6361 -0.324
F -12.73269 20.12882 19.12627 -1.7701 0.9084 -0.2739 -0.317
As -19.23485 21.04903 10.87079 0.4350 -1.5064 0.0123 0.838
F -18.18023 21.17049 12.33688 -0.4450 -0.0014 -0.6862 -0.354
F -17.78372 21.02293 9.84244 -0.7005 -0.1758 0.8845 -0.300
F -20.23416 20.89353 9.46399 0.2813 0.0926 0.6939 -0.246
F -20.66773 21.09100 11.93390 1.2730 0.1253 -0.8000 -0.294
F -19.17950 22.80534 10.71563 -0.2762 -0.5230 0.4539 -0.304
F -19.13138 19.22605 11.05444 -0.1224 2.1140 -0.0842 -0.327
As -21.64705 15.99908 20.97839 -0.7366 -1.5292 0.0610 0.910
F -21.29692 14.20406 20.80332 -0.1197 2.2060 0.3506 -0.328
F -20.52030 16.30108 19.63071 -0.3798 0.2905 1.2668 -0.316
F -22.09054 17.75543 21.15870 0.9575 -1.5561 -0.3092 -0.335
F -22.82858 15.61779 22.23984 1.0622 0.3973 -0.8170 -0.283
F -20.31494 16.14687 22.24107 -1.4862 0.0775 -1.7330 -0.338
F -22.91907 15.80881 19.72891 0.9695 0.3760 1.0884 -0.308
```
Forces are in eV/Å.

Output
LUMO energy in eV: -8.11
Highest occupied orbital energy in eV: -13.94
Charge: +3
E_tot in Ha: -19405.08864